The following is a quantum chemistry calculation of the molecule C19H30BrN3O3S, from the Open Molecules 2025 dataset.

Values from the calculation:
- Relative energy (zero: lowest compared OMol25 entry of this formula, charge and spin): 0.0 kJ/mol
- Max |F|: 1.0 eV Å⁻¹
- Multiplicity: 1

Structure (XYZ):
```
57
Properties=species:S:1:pos:R:3:forces:R:3
H -0.787935 1.811832 -2.533243 -0.050 -0.032 0.039
C 1.854037 -2.069929 -0.456448 0.314 0.030 0.089
H -2.865503 3.801207 1.586466 -0.091 0.041 0.097
C 0.531648 0.106594 -2.760626 -0.368 -0.018 -0.075
H 2.705353 1.144917 0.527174 -0.023 -0.114 0.098
C -0.223516 1.892188 0.385695 -0.252 0.213 -0.056
C -2.049292 3.085837 1.655196 0.055 0.040 -0.258
C 2.844776 2.281652 -1.289727 -0.156 0.195 0.190
C -2.455769 -1.597057 0.715986 -0.210 0.270 0.384
H -1.332725 3.451983 2.388096 0.039 0.035 0.127
O -1.528888 -3.614601 -0.990047 -0.060 0.244 0.056
H -1.891360 -1.282228 -2.145682 -0.147 -0.047 0.143
H -1.007518 3.857938 -0.061904 -0.009 0.021 -0.087
H -2.156181 -1.556769 3.358768 0.051 -0.077 -0.030
H 3.293892 2.793699 0.761009 0.005 0.116 0.127
N -1.344309 -1.905121 1.442508 -0.048 -0.050 0.035
C -1.315489 -2.069065 2.893124 -0.189 -0.212 0.472
H 0.366184 -1.671023 -3.974430 -0.065 0.209 -0.197
H -0.620296 0.930431 0.727250 -0.013 0.004 0.113
H -0.061184 -0.429709 3.618509 -0.042 -0.001 0.034
C -3.768291 -1.982467 1.342629 -0.036 0.012 -0.230
S -0.467819 -2.882582 -1.619077 -0.212 -0.223 -0.051
H -2.452601 2.139860 2.011876 -0.071 -0.099 0.107
N 0.498641 1.646365 -0.843616 -0.079 0.069 -0.004
H 1.094261 3.063033 -2.281542 -0.064 0.057 0.050
C -0.306888 1.052946 -1.892918 0.257 -0.226 -0.098
C 3.335376 1.924885 0.106731 -0.003 0.056 -0.251
H 3.450328 3.094068 -1.697394 0.064 0.007 -0.096
N -1.144855 -1.769795 -2.618626 0.103 -0.660 0.684
C -0.302024 -0.967142 -3.472748 0.655 0.273 -0.392
H -4.048170 -1.269226 2.117182 -0.001 0.023 0.065
H -0.950370 -0.503827 -4.221897 0.020 -0.130 0.009
Br 4.558979 -1.647071 0.292603 -0.016 -0.033 -0.015
H 1.281503 3.578918 -0.602347 -0.052 0.052 -0.026
H -2.119616 2.533650 -0.418939 -0.004 0.031 -0.093
H 0.489480 -2.026077 4.142828 -0.046 0.007 0.015
H 1.078135 0.670708 -3.518617 0.114 -0.017 -0.028
O -2.380677 -1.003135 -0.342179 -0.215 0.083 -0.024
C 0.038634 -1.476269 3.318719 -0.072 0.133 -0.015
H -1.092978 0.477992 -1.404411 0.002 0.079 -0.004
H -3.707968 -2.977420 1.773624 -0.034 -0.074 0.107
C -1.382877 2.897797 0.298897 0.208 -0.200 0.171
H 2.864898 -1.277143 2.685957 0.068 0.015 0.069
H 2.957105 1.416960 -1.943299 0.002 -0.024 -0.114
H -1.366046 -3.134718 3.143049 -0.008 0.080 0.037
C 2.195966 -1.491893 1.867005 -0.033 -0.070 -0.210
H 4.361824 1.567971 0.074047 0.072 -0.056 0.093
H 2.247342 -2.359125 -1.418650 0.133 0.029 -0.020
C 0.479134 -2.119418 -0.273053 -0.373 -0.346 -0.460
H -4.530832 -1.964540 0.569137 0.017 0.015 -0.007
C 2.690633 -1.725208 0.586283 0.028 -0.019 -0.054
C -0.029813 -1.845987 0.982312 0.441 0.200 0.048
H 0.497357 2.237942 1.132033 -0.013 -0.033 0.083
C 0.838612 -1.580998 2.053351 -0.207 -0.083 -0.305
C 1.375871 2.722142 -1.277192 0.364 -0.223 -0.111
O 0.500722 -3.608509 -2.386982 0.204 0.327 -0.161
H 1.261083 -0.375478 -2.112477 0.049 0.101 -0.068
```
Forces are in eV/Å.

These are the Mulliken partial charges, in e, on atoms 1 to 2:
1 H 0.33
2 C -0.63

The following is a quantum chemistry calculation of C19H30CdN7OPS3 as an isolated structure in a non-equilibrium geometry, from the Open Molecules 2025 dataset.

Values from the calculation:
- Relative energy (zero: lowest compared OMol25 entry of this formula, charge and spin): 0.0 kJ/mol
- Max |F|: 1.8 eV Å⁻¹
- Multiplicity: 1

Structure (XYZ):
```
62
Properties=species:S:1:pos:R:3:forces:R:3
H -2.959379 3.449437 -2.024895 -0.017 0.014 -0.016
C -3.430279 -1.659463 -0.442295 0.004 -0.044 -0.124
C 3.041921 1.834037 1.477505 -0.888 0.422 0.729
H -0.387579 -0.928663 -2.991995 -0.002 0.053 0.014
C 3.849121 1.096337 0.541805 0.651 -0.492 -0.657
C -0.486679 0.139137 -2.765895 0.243 -0.045 0.071
N 3.266521 0.095637 -0.137495 -0.214 0.174 0.346
H -2.890279 -0.756463 -3.560195 -0.024 0.046 0.072
C 3.323421 -3.444363 1.123705 0.326 -0.231 0.101
H -3.899479 -0.568963 1.955405 -0.130 0.011 -0.050
O -0.719379 1.103737 0.029805 0.857 -0.002 0.221
H 0.268421 0.415337 -2.028495 0.005 -0.054 -0.204
S -1.361079 2.323937 3.570305 -0.092 0.251 -0.073
C -4.509879 1.914137 -0.414195 -0.079 -0.050 0.164
H 4.409021 -5.288063 1.107005 0.064 -0.023 0.073
C -2.871579 -0.449563 1.602005 -0.068 -0.008 0.222
C 3.484221 -4.790763 0.861005 0.055 -0.007 -0.024
H -4.965279 2.130037 -1.388995 -0.027 -0.008 -0.014
P -2.006479 0.743637 -0.596295 -1.579 -0.025 -0.363
H -2.511579 0.522137 1.934705 0.024 -0.146 0.198
C -1.276379 3.791837 2.496305 0.091 -0.477 0.293
H 5.633521 2.222637 0.923805 0.065 0.088 0.037
C 4.007921 -0.653363 -0.933095 0.192 -0.175 -0.194
H -3.004279 -2.577163 -0.025195 -0.036 0.077 -0.003
H 3.492421 -1.457463 -1.443095 -0.020 -0.068 -0.004
H 0.420421 -5.280863 -0.482795 0.018 -0.014 -0.065
H 5.927521 -1.111663 -1.760795 0.056 -0.042 -0.097
N 2.225121 -2.761863 0.824705 -0.213 -0.094 -0.080
H 3.488421 2.667537 2.018605 -0.195 0.010 -0.027
H -3.252879 -1.667763 -1.512295 -0.010 -0.097 -0.087
C -2.895079 0.256637 -3.138995 -0.070 0.204 -0.123
N -1.791479 0.461937 -2.229495 -0.194 -0.186 0.818
N -2.817379 -0.499163 0.155705 0.538 0.483 -0.622
H -2.832479 0.966137 -3.973895 -0.043 -0.066 0.042
H -3.059679 4.130237 -0.388395 0.076 0.007 -0.033
C -2.638879 3.314137 -0.983895 0.186 0.127 -0.039
S -0.152079 -2.485963 -0.215195 -0.614 0.473 -0.262
N -3.073979 2.045637 -0.446995 0.450 -0.636 -0.200
C 0.013921 1.410237 2.995905 0.434 -0.084 0.256
C 5.206621 1.396637 0.376405 -0.417 -0.035 0.108
H -3.840879 0.416037 -2.622895 -0.057 -0.012 -0.070
H 4.112221 -2.873063 1.595905 0.100 0.015 0.051
H -4.512779 -1.655363 -0.260095 0.017 -0.032 -0.035
C 1.215221 -3.416163 0.229105 0.224 -0.330 -0.073
C 2.425321 -5.482763 0.272005 0.080 0.125 0.116
H -0.321179 0.715837 -3.680895 0.034 -0.002 0.009
C 5.367221 -0.454463 -1.116395 0.033 0.189 -0.006
N 0.982621 2.080737 2.436705 -0.385 1.722 0.259
C 5.969921 0.614037 -0.463395 -0.109 -0.176 -0.111
H 7.016821 0.834337 -0.607695 0.109 -0.044 0.008
H -1.552579 3.363937 -0.945195 0.034 0.136 0.001
H 2.503021 -6.545363 0.080105 0.006 0.002 -0.036
H -0.290679 4.234437 2.577605 0.021 0.123 -0.036
H -2.255779 -1.238063 2.049005 -0.082 0.153 -0.090
H -4.779279 0.907637 -0.109995 -0.110 -0.059 0.037
H -4.918279 2.620437 0.315305 -0.079 -0.033 -0.045
S 0.051221 -0.253763 3.324905 0.049 -0.382 0.028
Cd 0.976021 -0.520163 0.860605 -0.041 -0.170 -0.040
C 1.279521 -4.794563 -0.044895 0.029 0.099 0.140
H -2.045079 4.470637 2.847805 -0.086 0.121 0.048
N 1.831121 1.448937 1.674405 0.765 -0.813 -0.467
H -1.478779 3.477137 1.478205 0.047 0.039 -0.092
```
Forces are in eV/Å.

These are the Mulliken partial charges, in e, on atoms 1 to 2:
1 H 0.28
2 C -1.14

The following is a quantum chemistry calculation of a 2-piece molecular cluster, C19H30FN4O5 overall, from the Open Molecules 2025 dataset.

Values from the calculation:
- Relative energy (zero: lowest compared OMol25 entry of this formula, charge and spin): 13.5 kJ/mol
- Total charge: +1
- Max |F|: 1.0 eV Å⁻¹
- Multiplicity: 1

Structure (XYZ):
```
59
Properties=species:S:1:pos:R:3:forces:R:3
H 3.390607 -3.140427 1.852120 0.275 -0.066 0.035
C -6.257866 -0.753988 6.408553 -0.069 -0.033 -0.217
O 3.509602 1.032773 -2.545238 0.032 0.024 -0.125
C 3.455268 1.293857 -5.600778 0.169 -0.030 0.039
H 1.194719 -0.201439 -0.138138 0.073 0.003 -0.157
N -0.661362 0.793927 0.294399 0.059 0.205 -0.542
C -3.480956 1.312585 2.651720 0.180 -0.388 0.292
N -2.599730 1.397964 1.508968 -0.165 0.495 0.080
H 3.798645 -1.865774 0.697466 0.272 0.006 0.102
H -6.540133 -0.877131 3.017541 -0.178 -0.074 -0.050
H 3.216809 3.091239 -2.500977 0.111 -0.047 -0.064
H 2.890918 -1.405010 3.200290 -0.135 -0.041 0.204
O 2.659513 2.372750 -5.138778 0.018 0.146 -0.053
H -7.890260 -1.258792 5.085043 -0.142 -0.006 0.089
H 0.467890 -1.772889 -5.968998 -0.044 0.036 -0.060
H 0.197278 -0.015376 -6.097301 0.008 0.012 -0.012
C -6.862990 -0.943195 5.161984 0.613 0.167 -0.022
H -3.146594 0.152155 5.442123 0.122 0.050 -0.063
H 3.992281 1.702646 -6.460008 -0.001 0.012 0.000
H 4.214405 1.017322 -4.867474 -0.145 -0.124 0.119
H -2.993679 1.632528 3.571450 0.084 0.180 0.050
H 5.059010 1.232643 -1.180958 0.036 0.086 0.008
H 5.481741 0.566079 -2.768133 -0.025 -0.021 0.026
H 0.013813 -0.829080 -4.537094 0.035 -0.047 -0.002
H 5.166542 2.299108 -2.604637 -0.013 0.011 -0.008
H 3.473972 -0.629123 -6.482138 0.019 0.060 -0.112
H 1.175909 1.416250 -4.046822 0.161 -0.154 0.068
H 1.881552 -4.001781 0.407573 -0.051 -0.152 0.019
C 0.594074 -0.811542 -5.461753 0.054 -0.111 0.041
N -0.857386 -0.039905 2.276444 -0.077 0.176 0.032
C 1.891953 2.236432 -3.962643 -0.194 -0.092 -0.070
H -4.335030 1.965305 2.505220 -0.022 0.174 -0.095
C -1.448339 0.764706 1.366890 -0.236 -0.284 0.241
H 2.089284 0.357749 -6.964574 -0.069 0.023 0.045
C 2.437409 -1.276661 2.223837 0.906 -0.063 -0.081
C -6.123159 -0.735095 4.002296 0.434 0.027 0.455
C 2.716480 0.072897 -6.114641 0.021 -0.147 -0.039
C -4.013404 -0.102928 2.856696 -0.205 0.366 0.582
H 2.324926 -2.780548 -0.763836 -0.009 -0.029 -0.147
H -4.450516 -0.232777 7.473130 -0.061 -0.027 0.169
C 2.660922 2.161662 -2.655644 -0.080 -0.038 0.202
F -1.188453 -0.408814 3.507909 -0.060 0.012 0.010
C 1.981224 -2.935079 0.254082 0.256 0.229 -0.066
O 1.013493 -1.391883 2.473703 -0.393 0.110 -0.066
H 2.683269 -0.264439 1.913586 -0.302 0.188 -0.123
H -6.841546 -0.912952 7.302964 -0.014 -0.024 0.083
H 1.915020 2.091083 -1.850403 -0.065 0.182 -0.031
H 0.982677 -2.514986 0.322065 -0.109 -0.030 0.080
C 2.992908 -2.330083 1.255060 -0.812 -0.098 -0.064
H -2.909238 1.909678 0.700347 0.090 -0.025 -0.150
C 0.373098 -0.000399 0.525152 -0.135 0.077 0.113
N 0.288330 -0.524400 1.733567 0.534 -0.423 0.211
C -4.924131 -0.368196 6.514517 -0.080 -0.019 -0.633
C -4.181370 -0.144798 5.355883 -0.697 -0.071 -0.065
O 1.947764 -0.591904 -5.124204 -0.049 0.293 0.105
O -3.808621 -0.944895 2.033737 0.148 -0.654 -0.690
C 4.867779 1.308161 -2.256578 -0.044 -0.108 0.018
C -4.788056 -0.331031 4.106505 -0.038 0.067 0.280
H 1.301736 3.155823 -3.911072 0.007 0.008 0.010
```
Forces are in eV/Å.

These are the Mulliken partial charges, in e, on atoms 1 to 2:
1 H 0.36
2 C -0.40

Number 1: orbital gap 0.312 Ha. Number 2: orbital gap 0.264 Ha. Number 3: orbital gap 0.305 Ha.